Entry 1:
{"formula": "C24H26O3", "method": "the ωB97M-V functional and the def2-TZVPD basis", "symbols": ["C", "C", "C", "C", "C", "C", "O", "C", "O", "O", "H", "H", "H", "H", "H", "H", "H", "H", "H", "C", "C", "C", "C", "C", "C", "C", "C", "C", "C", "C", "C", "C", "C", "C", "C", "C", "H", "H", "H", "H", "H", "H", "H", "H", "H", "H", "H", "H", "H", "H", "H", "H", "H"], "coordinates": [[1.810, 0.249, -4.015], [1.016, -1.021, -4.068], [-0.425, -0.978, -4.175], [-1.130, -2.281, -4.248], [-2.626, -2.132, -4.533], [-3.134, -0.977, -3.706], [-2.521, 0.252, -4.180], [-1.167, 0.289, -4.322], [-0.646, 1.373, -4.570], [1.607, -2.116, -4.022], [1.161, 1.123, -3.948], [2.510, 0.194, -3.178], [2.400, 0.329, -4.935], [-0.676, -2.914, -5.025], [-0.998, -2.815, -3.292], [-2.761, -1.944, -5.609], [-3.163, -3.052, -4.279], [-4.212, -0.830, -3.817], [-2.881, -1.117, -2.643], [2.776, 6.024, 0.055], [2.457, 4.574, 0.217], [2.955, 3.635, -0.702], [2.654, 2.289, -0.565], [1.834, 1.828, 0.504], [1.515, 0.444, 0.637], [0.816, -0.058, 1.729], [0.450, -1.386, 1.900], [-0.331, -1.838, 3.004], [-0.605, -3.224, 3.180], [-1.381, -3.666, 4.238], [-1.914, -2.752, 5.162], [-2.766, -3.238, 6.289], [-1.646, -1.384, 5.017], [-0.872, -0.926, 3.964], [1.347, 2.802, 1.432], [1.659, 4.142, 1.284], [2.302, 6.609, 0.848], [3.858, 6.202, 0.095], [2.425, 6.404, -0.912], [3.582, 3.979, -1.527], [3.044, 1.553, -1.273], [1.858, -0.252, -0.133], [0.547, 0.640, 2.521], [0.778, -2.115, 1.156], [-0.189, -3.928, 2.455], [-1.589, -4.731, 4.362], [-3.096, -2.399, 6.908], [-3.654, -3.763, 5.918], [-2.220, -3.943, 6.927], [-2.059, -0.678, 5.741], [-0.691, 0.145, 3.870], [0.712, 2.502, 2.267], [1.280, 4.877, 1.999]], "orbital_gap_ev": 2.304, "max_force_ev_per_a": 1.825, "homo_ev": -5.54}

***

Entry 2:
{"formula": "C24H26OPRu", "method": "the ωB97M-V functional and the def2-TZVPD basis", "symbols": ["Ru", "C", "C", "C", "C", "C", "C", "P", "C", "C", "C", "C", "C", "C", "C", "C", "C", "C", "C", "C", "H", "H", "H", "H", "H", "H", "H", "H", "H", "H", "H", "H", "H", "H", "C", "C", "O", "H", "H", "H", "C", "C", "C", "C", "H", "H", "H", "H", "H", "H", "H", "H", "H"], "coordinates": [[-0.138, -0.197, 0.041], [6.562, 2.337, 0.766], [6.372, 1.081, 1.325], [5.117, 0.489, 1.313], [4.053, 1.162, 0.722], [4.241, 2.426, 0.163], [5.497, 3.008, 0.180], [2.413, 0.398, 0.513], [2.442, -1.101, 1.553], [2.173, -0.924, 2.913], [2.212, -2.007, 3.777], [2.505, -3.273, 3.285], [2.778, -3.450, 1.935], [2.752, -2.371, 1.067], [2.407, -0.230, -1.194], [3.451, -0.302, -2.101], [3.187, -0.788, -3.377], [1.905, -1.194, -3.729], [0.855, -1.106, -2.823], [1.096, -0.608, -1.544], [7.541, 2.795, 0.796], [7.204, 0.551, 1.769], [4.968, -0.488, 1.755], [3.400, 2.944, -0.284], [5.647, 3.984, -0.262], [1.941, 0.067, 3.289], [2.017, -1.864, 4.831], [2.524, -4.121, 3.956], [3.020, -4.436, 1.560], [2.972, -2.508, 0.015], [4.445, 0.021, -1.818], [3.987, -0.844, -4.103], [1.713, -1.569, -4.725], [-0.136, -1.414, -3.131], [-1.886, 2.453, -1.069], [-1.130, 1.539, -0.185], [-1.218, 1.437, 1.028], [-2.492, 3.145, -0.485], [-2.527, 1.853, -1.717], [-1.202, 3.000, -1.718], [-2.829, -3.318, 1.132], [-2.162, -2.106, 0.467], [-2.428, -2.120, -1.045], [-0.668, -2.115, 0.766], [-3.900, -3.320, 0.926], [-2.684, -3.300, 2.212], [-2.394, -4.239, 0.741], [-2.620, -1.206, 0.904], [-2.015, -3.027, -1.489], [-1.965, -1.257, -1.543], [-3.497, -2.087, -1.255], [-0.151, -2.942, 0.283], [-0.452, -2.083, 1.839]], "charge": 1, "relative_energy_kj_mol": 4.4, "orbital_gap_ev": [8.214, 6.601], "max_force_ev_per_a": 0.859, "spin_multiplicity": 5, "homo_ev": [-11.08, -11.57]}